No. 1
This record from the OMol25 dataset describes a cluster of 11 separate species, C5H35N2O10 in total at a distorted geometry. The level of theory is wB97M-V/def2-TZVPD.

Structure (XYZ):
```
52
Properties=species:S:1:pos:R:3:nbo_charge:R:1
H 3.70217 -1.41671 -2.04867 0.48
H 3.01909 3.27724 1.25271 0.51
H 1.89391 0.13285 2.39531 0.53
C -3.17910 0.51050 -1.90763 -0.44
O 0.70320 -0.72117 4.13286 -0.96
O 1.19421 -2.10902 -0.02117 -1.01
H -2.48181 0.69320 -2.72760 0.21
H -3.97277 -1.53682 -2.21067 0.24
H 1.17534 -1.32842 -3.61406 0.48
H -1.26484 3.33440 -1.22859 0.20
H 0.05094 -2.16673 3.05890 0.52
H 2.98970 0.12076 1.25634 0.48
H -1.98793 -2.78109 -1.35922 0.22
H 3.29559 1.41316 3.62065 0.49
H -0.11217 2.09494 -1.79875 0.19
C -2.01786 -1.82790 -1.88986 -0.21
O -0.19024 -2.66690 2.25358 -0.99
H -3.36071 1.14753 0.28131 0.22
H 0.64117 -0.06582 4.83791 0.49
N -0.73270 -1.00483 -1.54080 -0.79
C -2.84044 1.32440 -0.65754 -0.22
H -2.85000 -2.51881 2.23282 0.48
H -0.20204 -1.69505 -0.95172 0.46
H 0.07687 2.81546 -0.20762 0.21
O 2.37793 1.14109 3.71981 -0.97
H -1.75230 -2.48099 1.19556 0.48
H 3.01924 -1.04409 -0.67507 0.48
C -0.65506 2.47856 -0.93835 -0.42
C -3.28166 -0.96941 -1.58187 -0.44
N -1.39327 1.33916 -0.35616 -0.66
H 1.25931 -1.18906 0.32233 0.51
H -1.76922 -2.19499 -2.88802 0.21
H 1.92007 3.80666 2.11731 0.48
O -2.70187 -2.64252 1.29131 -0.96
H -3.43689 -1.18811 -0.52950 0.25
H -3.11955 2.33567 -0.99700 0.19
O 2.05780 0.00068 1.42602 -1.01
H -0.21660 -3.57724 2.57487 0.49
H -4.09305 0.92426 -2.32787 0.24
H 3.59648 2.99416 -1.35260 0.49
O 3.50154 -0.70083 -1.44208 -0.97
H 1.11662 -0.66050 -5.00837 0.50
O 2.36584 2.98105 1.91040 -0.99
H 0.88477 -2.66486 0.72032 0.51
H 2.31127 2.52713 -0.58280 0.48
H -1.25884 1.28748 0.63924 0.38
H -0.97867 -0.17093 -0.95599 0.45
O 2.91221 3.26660 -0.73177 -0.96
H 1.86912 1.89119 3.34870 0.51
O 0.70783 -0.66547 -4.13672 -0.96
H -0.32106 -0.79763 -2.44663 0.44
H 1.52846 -1.05222 4.52642 0.48
```

Results
F_max in eV/Å: 3.3
Total charge: +1
Gap between HOMO and LUMO in eV: 10.15

No. 2
This record from the OMol25 dataset describes a cluster of 11 separate species, C5H35N2O11 in total at a distorted geometry. The level of theory is wB97M-V/def2-TZVPD.

Structure (XYZ):
```
53
Properties=species:S:1:pos:R:3:nbo_charge:R:1
O -2.74339 1.05221 2.88056 -0.95
O -1.31552 2.49660 -2.74001 -0.98
H 2.09500 3.14948 1.75218 0.24
H 3.08599 -1.71269 -1.90143 0.47
H 2.64913 2.17264 -3.57690 0.47
H -3.31289 -0.98408 -1.43546 0.47
H -1.24235 2.16266 -3.63718 0.49
H 1.38269 2.00442 -2.70054 0.48
C 1.07951 2.92967 2.10663 -0.66
H 3.60567 -0.95972 1.00344 0.23
N 1.67208 -1.76308 0.69855 -0.67
C -0.63892 2.28907 0.30114 -0.08
H 0.49322 3.85762 2.08308 0.23
H 0.75106 -1.47422 1.05801 0.49
H 0.41738 -0.22575 -2.68208 0.49
H -1.33715 -2.34460 2.20017 0.50
H -3.74985 -2.04026 2.04492 0.50
H 1.79515 -2.76730 0.72041 0.45
H 3.10309 1.03753 1.91655 0.20
H -4.32262 -1.71313 -2.25680 0.49
H 0.08480 2.32807 -0.51861 0.19
O 2.17058 2.55428 -2.82460 -0.95
C 2.19563 0.39279 1.84731 -0.24
O 0.28391 0.43135 -1.95143 -1.01
H -0.63279 -1.52572 3.36388 0.48
O -3.47849 -1.85627 -1.79848 -0.95
C 0.17772 1.83879 1.53114 -0.06
H 1.63060 -1.43364 -0.25787 0.44
O -0.62051 -2.31779 2.84025 -0.98
H -1.43313 0.51709 0.05875 0.48
H 3.01156 -1.54641 2.43094 0.24
H -0.37801 1.15412 2.18000 0.23
H -2.78556 0.75345 1.96749 0.48
O -3.26603 -1.94498 1.22986 -1.00
H 4.10156 -2.77715 -1.77062 0.49
H -0.32074 0.97889 -2.49280 0.49
H -1.21826 -0.78494 -4.08490 0.49
O 3.35447 -2.42276 -1.28131 -0.96
O -1.68979 1.42961 -0.09323 -0.76
H -0.02440 -1.87210 -4.07738 0.49
H -1.04558 -2.75465 -0.60022 0.49
H -1.16665 3.22610 0.52785 0.19
H 1.50842 0.95978 -0.01888 0.38
C 2.62885 -1.04197 1.52595 -0.27
O -0.28172 -0.96462 -4.21181 -0.96
N 1.15552 0.76264 0.90949 -0.71
O -0.38876 -2.97559 0.08037 -0.97
H -2.06849 2.33077 -2.16490 0.52
H -3.81414 -1.92822 0.44178 0.50
H 1.74074 0.56945 2.84878 0.20
H 1.30917 2.68776 3.15786 0.22
H -3.33941 1.79774 2.92187 0.48
H -0.86840 -3.73297 0.44822 0.49
```

Results
F_max in eV/Å: 4.7
Total charge: +1
Gap between HOMO and LUMO in eV: 9.00